Formula: C4H10N3
Source: OMol25
Level of theory: ωB97M-V/def2-TZVPD

The value obtained for the HOMO energy is -13.20 eV. Its net charge is +1. The total energy is -8773.346 eV.

Each atom is followed by the atoms it is bonded to, with distances in Å.
Atoms and positions in Å:
1 C -1.76221 -0.12181 -1.17056  C2 1.321, N4 1.420, H5 1.085
2 C -1.76299 -0.16743 -2.49046  C1 1.321, H6 1.086, H7 1.077
3 C -0.53530 -1.94948 -0.49016  N4 1.267, H8 1.084, H9 1.085
4 N -0.76140 -0.71011 -0.35229  C1 1.420, C3 1.267
5 H -2.51161 0.45538 -0.63888  C1 1.085
6 H -1.03443 -0.74315 -3.05452  C2 1.086
7 H -2.50816 0.35412 -3.06774  C2 1.077
8 H 0.25438 -2.41703 0.08702  C3 1.084
9 H -1.12389 -2.56231 -1.16525  C3 1.085
10 N 1.20864 0.69787 2.51376  C11 1.316, H13 1.009, H14 1.007
11 C 1.73910 1.22754 1.43235  N10 1.316, N12 1.300, H15 1.086
12 N 1.47488 0.82347 0.22568  C11 1.300, H16 1.009, H17 1.057
13 H 0.41676 0.07354 2.46889  N10 1.009
14 H 1.58759 0.91760 3.42011  N10 1.007
15 H 2.41944 2.06628 1.54615  C11 1.086
16 H 1.87937 1.36272 -0.52551  N12 1.009
17 H 0.66042 0.18628 0.00558  N12 1.057